No. 1
C3H6N2O | ωB97M-V with the def2-TZVPD basis set

The geometry in XYZ format:
```
12
Properties=species:S:1:pos:R:3:forces:R:3
N 2.4908 0.7755 -1.5931 -0.804 -0.035 0.751
C 1.6480 0.6953 -0.8053 0.691 0.094 -0.697
C 0.5558 0.4941 0.1733 -0.133 0.152 -0.082
O 1.0091 -0.2554 1.2813 0.118 -0.342 -0.105
C -0.6485 -0.1708 -0.5233 0.072 -0.051 -0.165
N -1.6388 -0.6566 0.4219 -0.105 0.287 0.228
H 0.2617 1.4629 0.5866 0.044 -0.061 -0.078
H 1.3332 -1.1120 0.9600 -0.043 0.214 0.125
H -0.2704 -1.0096 -1.1239 -0.001 0.099 0.058
H -1.0958 0.5470 -1.2239 0.138 -0.193 0.126
H -1.2187 -0.7475 1.3442 -0.129 -0.101 -0.165
H -2.4263 -0.0229 0.5022 0.151 -0.063 0.004
```
Positions in Å, forces in eV/Å.

Results
calculated total energy	-8235.204	eV
structure (SMILES)	N#C[C@H](O)CN
HOMO energy	-9.9	eV



No. 2
C3H6N2O | ωB97M-V with the def2-TZVPD basis set

The geometry in XYZ format:
```
12
Properties=species:S:1:pos:R:3:forces:R:3
H -0.0809 -2.1236 -0.1642 0.062 0.306 0.085
N -0.4904 -1.2387 -0.4678 0.558 0.111 0.251
C 0.1464 -0.2182 -0.0339 -1.110 -1.209 -0.301
C -0.4244 1.1213 -0.3640 1.155 0.440 -0.027
C -1.5723 1.1725 -1.0249 -0.338 -0.149 0.402
N 1.3255 -0.2812 0.7314 -0.483 2.226 0.523
O 1.4280 -1.4648 1.4460 1.549 -1.146 -0.369
H 0.1765 2.0299 -0.1285 -0.543 -0.745 -0.229
H -1.9781 2.1238 -1.3376 -0.138 -0.034 -0.021
H -2.1331 0.2334 -1.1700 0.387 0.713 -0.199
H 1.3318 0.5146 1.4136 0.164 -1.032 -0.734
H 2.2709 -1.8690 1.0998 -1.263 0.518 0.619
```
Positions in Å, forces in eV/Å.

Results
calculated total energy	-8233.406	eV
structure (SMILES)	[H]/N=C(/C=C)NO
HOMO energy	-9.3	eV



No. 3
C3H6N2O | ωB97M-V with the def2-TZVPD basis set

The geometry in XYZ format:
```
12
Properties=species:S:1:pos:R:3:forces:R:3
H -0.9974 -1.5349 1.8139 0.329 0.085 -0.324
N -0.4959 -1.8238 0.9717 0.431 0.499 -0.560
C -0.0032 -0.8804 0.2924 -0.615 2.421 0.907
C -0.1061 0.8568 0.7757 -0.010 -1.270 1.180
N 0.7003 -0.8552 -0.8729 -0.671 0.593 -0.092
C 0.2158 0.4782 -1.3877 0.766 -0.991 -2.113
O -0.7876 0.6481 -2.0140 0.623 -0.306 0.201
H -0.3420 0.5415 1.7648 -0.127 0.420 1.233
H -0.8512 1.6558 0.5227 0.276 -1.412 -0.503
H 0.8654 1.3832 0.8128 -0.259 -0.708 -0.013
H 0.8039 -1.6958 -1.4516 -0.526 0.558 0.183
H 0.9980 1.2266 -1.2278 -0.217 0.111 -0.099
```
Positions in Å, forces in eV/Å.

Results
calculated total energy	-8233.372	eV
structure (SMILES)	[H]/N=C(\C)NC=O
HOMO energy	-10.0	eV



No. 4
C3H6N2O | ωB97M-V with the def2-TZVPD basis set

The geometry in XYZ format:
```
12
Properties=species:S:1:pos:R:3:forces:R:3
C -1.9685 0.0855 -0.9390 -0.206 0.480 -0.135
C -0.6548 0.0576 -1.1168 -0.517 0.224 -0.215
N 0.3474 1.0227 -0.8297 -1.911 -1.980 1.251
C 0.3721 0.9905 0.5421 2.141 1.326 -2.407
N 1.3560 0.8789 1.2819 0.071 0.200 3.198
H 1.8465 -0.0656 1.1271 0.860 -1.673 -0.557
H -0.2279 -0.9519 -1.2686 0.473 0.391 -0.777
H -0.4951 1.4198 1.0756 -0.464 -0.184 -0.342
H -2.6105 -0.5895 -1.4875 0.040 -0.529 0.708
H -2.4127 0.8192 -0.2658 -0.161 0.357 -0.700
H 2.4953 -2.1346 1.2261 -0.476 0.954 -0.773
O 1.9522 -1.5325 0.6546 0.150 0.434 0.750
```
Positions in Å, forces in eV/Å.

Results
calculated total energy	-8227.024	eV
HOMO energy	-9.3	eV



No. 5
C3H6N2O | ωB97M-V with the def2-TZVPD basis set

The geometry in XYZ format:
```
12
Properties=species:S:1:pos:R:3:forces:R:3
H 0.2925 2.6243 0.1012 -0.316 0.123 0.369
N 0.3653 2.0892 0.9769 0.466 -1.098 -0.413
C 0.3134 0.8648 0.6588 -0.534 -0.228 -2.501
C 0.5923 -0.3600 1.4590 -0.240 -0.617 -0.186
O -0.2450 -1.2420 1.5001 0.675 0.762 2.011
N -0.0031 0.4182 -0.8103 -0.259 0.752 1.852
C -0.3660 -0.9926 -1.0597 0.005 -0.667 1.040
H 1.6469 -0.5882 1.6838 -0.018 0.274 0.410
H -0.8569 0.9449 -0.9667 0.245 0.261 -0.299
H 0.4078 -1.5643 -1.5912 -0.218 0.456 -0.111
H -1.3606 -1.1375 -1.5083 0.500 0.452 -0.223
H -0.4643 -1.4322 -0.0419 -0.306 -0.470 -1.949
```
Positions in Å, forces in eV/Å.

Results
calculated total energy	-8233.505	eV
structure (SMILES)	[H]/N=C(/C=O)NC
HOMO energy	-9.5	eV



No. 6
C3H6N2O | ωB97M-V with the def2-TZVPD basis set

The geometry in XYZ format:
```
12
Properties=species:S:1:pos:R:3:forces:R:3
H 1.2051 1.7874 -0.2665 0.307 0.089 0.179
N 1.6712 0.8797 -0.1762 -0.338 -0.206 0.014
C 0.7745 0.0000 -0.3800 0.020 0.211 -0.020
C 1.1985 -1.4475 -0.4194 -0.202 -0.314 -0.162
O 0.4285 -2.3319 -0.7137 0.362 0.381 0.126
N -0.5812 0.2671 -0.5514 0.043 -0.184 -0.148
C -1.3370 0.7076 0.6258 -0.143 0.115 0.136
H 2.2554 -1.6370 -0.1528 -0.128 0.071 -0.103
H -1.0390 -0.4806 -1.0500 -0.022 -0.198 0.188
H -0.7362 0.6127 1.5385 -0.066 0.026 -0.185
H -2.2203 0.0734 0.7440 0.098 0.139 0.007
H -1.6700 1.7469 0.5430 0.070 -0.129 -0.032
```
Positions in Å, forces in eV/Å.

Results
calculated total energy	-8235.017	eV
structure (SMILES)	[H]/N=C(/C=O)NC
HOMO energy	-9.6	eV



No. 7
C3H6N2O | ωB97M-V with the def2-TZVPD basis set

The geometry in XYZ format:
```
12
Properties=species:S:1:pos:R:3:forces:R:3
H -1.6922 1.4187 -1.3066 0.065 -0.478 0.103
N -1.0934 0.6706 -1.6632 0.722 -0.178 0.458
C -0.4070 0.0999 -0.7616 -0.294 0.392 1.526
C -0.6243 0.3729 0.8599 -0.954 0.501 -0.821
N 0.5854 -0.8468 -0.9487 0.112 0.239 0.362
C 1.2750 -0.7913 0.3178 1.451 -0.736 -0.368
O 2.1772 -0.0409 0.5577 0.077 -0.696 -0.192
H -0.7872 1.4383 0.8318 -0.737 0.380 0.234
H 0.0224 0.2674 1.7701 0.093 -0.273 -1.513
H -1.5044 -0.2138 1.1102 -0.449 0.390 -0.045
H 1.1840 -0.8313 -1.7731 -0.419 0.368 0.105
H 0.8646 -1.5437 1.0058 0.334 0.091 0.154
```
Positions in Å, forces in eV/Å.

Results
calculated total energy	-8234.167	eV
structure (SMILES)	[H]/N=C(\C)NC=O
HOMO energy	-9.9	eV



No. 8
C3H6N2O | ωB97M-V with the def2-TZVPD basis set

The geometry in XYZ format:
```
12
Properties=species:S:1:pos:R:3:forces:R:3
C 2.1089 -0.1294 0.5049 1.184 1.639 -1.419
C 1.2429 1.0116 0.6569 -0.077 -0.052 0.044
N 0.4352 1.8183 0.6406 -0.336 0.826 0.178
H 2.7176 0.0700 -0.4326 -0.346 -0.582 1.383
H 2.6447 -0.3734 1.3901 0.885 0.157 0.524
H 1.4506 -0.9101 0.3461 -1.231 -1.894 -0.682
C -2.0595 0.0804 -0.8300 1.523 4.381 2.297
N -0.9625 -0.7119 -0.4814 1.090 -2.824 -0.729
O -0.6401 -1.4670 -1.3981 0.016 0.919 1.297
H -2.8646 0.1225 -0.0896 0.356 -0.144 -0.043
H -1.4482 1.1431 -0.7406 -1.910 -2.025 -0.279
H -2.3233 -0.1029 -1.7980 -1.154 -0.403 -2.570
```
Positions in Å, forces in eV/Å.

Results
calculated total energy	-8232.418	eV
structure (SMILES)	CC#N.CN=O
HOMO energy	-9.4	eV



No. 9
C3H6N2O | ωB97M-V with the def2-TZVPD basis set

The geometry in XYZ format:
```
12
Properties=species:S:1:pos:R:3:forces:R:3
H -3.0379 -1.8000 0.2226 0.060 0.077 0.046
N -2.6115 -0.8819 0.3163 0.315 -0.101 -0.123
C -1.3665 -0.9437 0.0705 0.020 -0.001 -0.090
N -0.5944 0.2004 0.1291 0.054 0.122 -0.209
C 0.7652 0.3036 -0.0469 0.065 0.306 -0.018
C 1.4822 1.4373 -0.1449 -0.207 0.383 0.437
O 1.4440 -0.8704 -0.1261 -0.481 0.016 0.426
H -0.7889 -1.8340 -0.1866 -0.133 0.044 0.011
H -1.0797 1.0540 0.3685 0.027 -0.142 0.015
H 1.0419 2.3855 -0.3801 -0.311 0.259 0.268
H 2.4909 1.4493 0.2656 -0.012 -0.173 -0.630
H 2.2548 -0.5001 -0.4880 0.603 -0.790 -0.133
```
Positions in Å, forces in eV/Å.

Results
calculated total energy	-8234.922	eV
structure (SMILES)	[H]/N=C/NC(=C)O
HOMO energy	-8.3	eV



No. 10
C3H6N2O | ωB97M-V with the def2-TZVPD basis set

The geometry in XYZ format:
```
12
Properties=species:S:1:pos:R:3:forces:R:3
C 2.0238 0.7760 -0.2767 0.020 -0.543 0.037
C 1.7560 0.1218 0.8870 0.181 -0.719 1.315
N 0.5794 0.5991 1.3679 -0.457 1.857 -0.997
C 0.1856 1.6226 0.4942 0.369 -2.379 0.301
N 1.0168 1.6705 -0.5183 -0.319 0.773 -0.166
H 2.8224 0.5211 -0.9785 -0.349 0.577 0.321
H 2.2664 -0.5420 1.5749 0.347 -0.213 -0.753
H 0.0810 0.2781 2.1768 0.084 0.061 0.106
H -0.8186 1.9974 0.5835 0.122 0.582 -0.176
O -3.1934 -2.1893 -1.4280 -0.607 0.302 -0.249
H -2.7677 -2.9104 -1.8935 0.100 -0.142 -0.104
H -3.9516 -1.9449 -1.9892 0.507 -0.156 0.365
```
Positions in Å, forces in eV/Å.

Results
calculated total energy	-8235.514	eV
structure (SMILES)	c1c[nH]cn1.O
HOMO energy	-8.8	eV